# 1
26
Properties=species:S:1:pos:R:3:mulliken_charge:R:1 method="wB97M-V/def2-TZVPD" relative_energy_kj_mol=0.00 total_energy_ev=-30241.029 gap_ev=9.966 largest_force_ev_per_a=6.36 e_homo_ha=-0.349 total_charge=0
C 1.790 -2.228 2.384 -0.388
C 2.681 -2.306 1.314 -0.586
C 0.599 -1.497 2.301 -1.073
C 2.419 -1.562 0.190 -0.480
C 0.323 -0.825 1.095 0.625
C 1.263 -0.857 0.047 0.038
C -0.954 -0.121 0.761 -0.500
C -0.597 0.970 -0.297 -1.011
C 0.884 -0.077 -1.125 0.634
C -2.871 2.441 -0.897 -1.019
O -2.482 0.192 -2.076 -0.638
O -0.823 1.859 -2.783 -0.680
O 1.801 0.772 -1.647 -0.557
F 0.403 -0.865 -2.154 -0.300
S -1.700 1.311 -1.709 1.371
H 2.149 -2.535 3.338 0.372
H 3.657 -2.869 1.461 0.297
H -0.123 -1.484 3.028 0.561
H 3.038 -1.616 -0.632 0.553
H -1.660 -0.861 0.217 0.327
H -1.376 0.499 1.646 0.314
H -0.193 1.863 0.003 0.678
H -3.143 3.211 -1.710 0.352
H -3.899 2.147 -0.674 0.360
H -2.470 2.927 -0.025 0.324
H 1.283 1.511 -2.055 0.426

***

# 2
29
Properties=species:S:1:pos:R:3:mulliken_charge:R:1 method="wB97M-V/def2-TZVPD" relative_energy_kj_mol=0.00 total_energy_ev=-21180.973 gap_ev=9.166 largest_force_ev_per_a=0.12 e_homo_ha=-0.453 total_charge=+1
Li -0.133 -0.322 0.809 1.053
N -1.074 -4.305 -0.115 0.150
C -1.600 -3.177 0.360 -0.158
N -0.664 -2.249 0.418 -0.472
C 0.444 -2.901 -0.047 0.209
N 0.236 -4.151 -0.378 -0.614
C 1.748 -2.228 -0.141 0.617
C 2.886 -2.870 -0.611 -0.200
N 4.054 -2.246 -0.681 -0.551
C 4.086 -0.980 -0.280 -0.220
C 2.952 -0.332 0.187 -0.201
N 1.779 -0.955 0.259 -0.526
H -1.520 -5.194 -0.279 0.207
H -2.632 -3.067 0.647 0.470
H 2.845 -3.903 -0.934 0.465
H 5.038 -0.468 -0.336 0.385
H 2.988 0.701 0.507 0.413
C -1.646 4.898 0.093 -0.800
N -1.694 3.441 0.092 0.101
C -2.715 2.658 -0.383 -0.250
C -2.329 1.370 -0.181 -0.407
N -1.084 1.348 0.412 -0.562
C -0.743 2.614 0.557 -0.238
H -2.594 5.276 -0.276 0.276
H -0.848 5.251 -0.556 0.325
H -1.489 5.268 1.103 0.335
H -3.606 3.079 -0.814 0.376
H -2.860 0.467 -0.426 0.411
H 0.174 2.974 0.994 0.405

***

# 3
28
Properties=species:S:1:pos:R:3:lowdin_spin:R:1 method="wB97M-V/def2-TZVPD" total_energy_ev=-53574.731 gap_ev="7.892 / 5.772" largest_force_ev_per_a=12.91 multiplicity=6 e_homo_ha="-0.635 / -0.635" s_squared=8.78 total_charge=+2
Mn 0.739 -0.777 -3.165 4.116
O -0.696 3.805 -1.905 0.000
C -0.554 3.125 -2.881 0.003
C 2.260 -1.843 -3.285 0.095
O 3.432 -2.001 -3.154 0.119
C -0.621 -1.908 -2.605 0.091
O -1.721 -2.224 -2.283 0.083
C 0.284 -0.816 -4.835 0.114
O -0.100 -0.591 -5.889 0.155
O 0.526 -0.053 -1.254 0.183
C 0.276 -0.248 0.021 0.012
C 1.351 0.193 0.928 0.006
C 0.885 1.300 1.828 0.001
C -0.088 0.878 2.938 0.000
C -1.429 0.358 2.446 0.001
C -1.303 -0.967 1.693 0.002
N -0.907 -0.801 0.319 0.016
H 1.554 -0.737 1.456 0.001
H 2.252 0.451 0.360 0.000
H 1.777 1.679 2.332 0.000
H 0.457 2.128 1.239 0.000
H 0.371 0.096 3.559 0.000
H -0.264 1.746 3.578 0.000
H -2.086 0.170 3.304 0.000
H -1.965 1.100 1.835 0.000
H -0.616 -1.636 2.233 0.001
H -2.276 -1.428 1.605 0.000
H -1.534 -1.001 -0.419 0.001

***

# 4
23
Properties=species:S:1:pos:R:3:mulliken_charge:R:1 method="wB97M-V/def2-TZVPD" relative_energy_kj_mol=251.61 total_energy_ev=-13519.509 gap_ev=8.502 largest_force_ev_per_a=3.66 e_homo_ha=-0.484 total_charge=+1
C 0.797 1.540 2.647 -0.319
C 1.694 1.790 1.517 -0.819
C -0.323 0.812 2.429 -0.883
C 1.596 1.092 0.332 -0.488
C -1.240 -0.944 1.003 -0.302
C -0.730 -1.194 -1.275 0.397
C -0.796 1.276 -0.047 -0.479
C -0.823 0.448 1.134 0.940
C 0.457 0.542 -0.296 0.467
C -1.004 -1.834 -2.621 -1.013
N -1.361 -1.536 -0.194 -0.435
N 0.324 -0.358 -1.301 -0.064
H 1.164 1.797 3.614 0.421
H 2.583 2.318 1.915 0.349
H -0.675 0.427 3.363 0.382
H 2.519 1.147 -0.156 0.435
H -1.275 -1.526 1.922 0.437
H -1.658 1.127 -0.743 0.285
H -0.652 2.338 0.187 0.352
H -2.067 -1.527 -2.830 0.287
H -0.921 -2.913 -2.505 0.321
H -0.313 -1.453 -3.402 0.268
H 1.088 -0.680 -2.027 0.460

***

# 5
24
Properties=species:S:1:pos:R:3:mulliken_charge:R:1 method="wB97M-V/def2-TZVPD" relative_energy_kj_mol=392.46 total_energy_ev=-15564.557 gap_ev=8.499 largest_force_ev_per_a=5.41 e_homo_ha=-0.487 total_charge=+1
C 0.503 -2.125 0.004 -0.073
C -0.403 2.036 0.498 -0.907
C 0.046 1.462 -0.734 -0.330
C -0.521 1.157 1.584 -0.490
C 0.383 0.111 -0.779 0.566
C -0.217 -0.205 1.536 1.057
C 1.837 -0.372 -3.113 -0.686
C 0.407 -0.497 -3.497 -0.547
C 0.844 -0.451 -2.064 0.196
C -0.821 -0.499 3.686 -0.906
N 0.302 -0.698 0.349 0.075
N 0.766 -2.468 -1.134 -0.526
O -0.399 -1.122 2.497 -0.373
H 0.214 -2.792 0.761 0.524
H -0.583 3.070 0.517 0.503
H 0.153 2.137 -1.576 0.439
H -0.720 1.663 2.567 0.346
H 2.552 -1.173 -3.205 0.233
H 2.234 0.565 -3.252 0.303
H -0.039 0.330 -3.870 0.309
H -0.016 -1.566 -3.834 0.243
H -0.021 0.045 4.237 0.352
H -0.986 -1.344 4.406 0.245
H -1.607 0.089 3.436 0.447

***

# 6
25
Properties=species:S:1:pos:R:3:mulliken_charge:R:1 method="wB97M-V/def2-TZVPD" relative_energy_kj_mol=622.47 total_energy_ev=-17609.661 gap_ev=7.802 largest_force_ev_per_a=5.34 e_homo_ha=-0.447 total_charge=+1
C 3.416 -0.808 0.158 -0.483
C 2.805 -0.100 1.169 -0.328
C 2.949 -0.652 -1.169 -0.587
C 1.741 0.727 0.926 -0.539
C 1.849 0.186 -1.448 -0.228
C 1.203 0.832 -0.386 0.405
C -3.974 -1.204 -0.209 -0.818
C -0.476 -1.057 0.417 0.047
C -4.986 -0.419 -0.100 0.653
C -0.005 1.639 -0.533 -0.932
N -1.493 -0.105 0.076 0.063
N -1.277 1.002 -0.402 -0.299
O -0.261 -2.111 -0.129 -0.435
O -5.835 0.409 0.125 -0.310
H 4.136 -1.425 0.507 0.539
H 3.250 -0.148 2.117 0.426
H 3.480 -1.265 -2.007 0.266
H 1.446 1.153 1.859 0.404
H 1.369 0.428 -2.323 0.581
H -3.717 -2.079 -0.678 0.398
H -2.787 -0.911 -0.042 0.519
H 0.040 -0.772 1.416 0.402
H -0.213 2.425 0.238 0.318
H -0.132 2.205 -1.385 0.507
H -6.469 0.548 0.813 0.434